Entry 1:
DFT (ωB97M-V with the def2-TZVPD basis set) results for C15H21NO4Re as an isolated structure at a distorted geometry.

Each line ends with the Mulliken charge.
Positions of all 42 atoms, in Å:
Re 0.079 0.170 0.454  1.671
C -1.974 -0.285 -1.631  -0.474
C -2.175 -1.495 -0.761  -0.417
O -1.396 -1.307 0.508  -0.471
C -0.944 -2.591 1.116  -0.325
C 0.466 -2.440 1.640  -0.505
O 1.146 -1.521 0.708  -0.551
C 2.571 -1.207 0.908  -0.492
C 2.963 -0.328 -0.259  -0.317
O 1.825 0.567 -0.610  -0.454
C 1.637 0.759 -2.087  -0.389
C 0.173 0.998 -2.363  -0.490
O -0.539 0.068 -1.442  -0.621
H -2.173 -0.515 -2.678  0.459
H -2.579 0.571 -1.336  0.341
H -3.230 -1.599 -0.508  0.390
H -1.823 -2.409 -1.233  0.438
H -1.619 -2.835 1.934  0.389
H -1.018 -3.363 0.354  0.390
H 0.516 -2.013 2.640  0.286
H 0.976 -3.403 1.629  0.481
H 2.688 -0.724 1.876  0.313
H 3.150 -2.130 0.889  0.444
H 3.814 0.293 0.018  0.389
H 3.219 -0.905 -1.144  0.389
H 2.216 1.625 -2.404  0.404
H 2.015 -0.130 -2.586  0.421
H -0.152 2.015 -2.148  0.338
H -0.072 0.763 -3.398  0.463
N 0.211 0.864 2.251  -0.320
C 0.198 1.523 3.263  0.994
C 0.182 2.251 4.380  0.739
C 0.053 1.571 5.665  -0.341
C 0.097 2.312 6.794  -0.664
C 0.321 3.714 6.709  -0.177
C 0.365 4.399 5.464  -0.652
C 0.336 3.695 4.310  -0.388
H -0.056 0.497 5.716  0.446
H -0.049 1.848 7.759  0.475
H 0.457 4.281 7.624  0.461
H 0.426 5.477 5.444  0.476
H 0.463 4.194 3.359  0.452

Summary:
total charge = +4
LUMO energy (spin up / spin down) = -16.581 / -15.341 eV
spin multiplicity = 2
Kohn-Sham gap (spin up / spin down) = 5.716 / 7.121 eV

Entry 2:
DFT (ωB97M-V with the def2-TZVPD basis set) results for C16H9Cl5N3O4S2V as an isolated structure.

Each line ends with the Mulliken charge.
Positions of all 40 atoms, in Å:
V 0.001 0.449 0.572  0.328
N 2.525 -1.587 0.435  0.163
C 2.924 -0.342 -0.050  0.666
C 4.291 -0.077 -0.138  -0.916
C 4.698 1.134 -0.658  -0.375
C 3.737 2.046 -1.086  -0.851
C 2.414 1.713 -0.911  -0.014
N 2.013 0.538 -0.409  0.164
C 1.417 -2.350 0.097  0.564
C 1.532 -3.747 0.155  -0.890
C 0.453 -4.515 -0.218  -0.362
C -0.713 -3.892 -0.655  -0.957
C -0.752 -2.516 -0.635  -0.088
N 0.265 -1.747 -0.232  0.219
H 3.292 -2.121 0.807  0.206
H 5.006 -0.815 0.202  0.306
H 5.754 1.366 -0.723  0.383
H 4.000 3.019 -1.475  0.393
H 1.626 2.420 -1.128  0.335
H 2.463 -4.201 0.467  0.322
H 0.523 -5.595 -0.182  0.396
H -1.579 -4.457 -0.967  0.428
H -1.657 -1.991 -0.912  0.328
Cl -6.875 -0.092 -1.848  -0.222
C -5.386 -0.164 -0.973  0.482
C -4.233 0.416 -1.483  -0.242
Cl -4.270 1.197 -3.026  -0.205
C -3.050 0.370 -0.763  1.073
Cl -1.583 1.050 -1.445  -0.186
C -2.934 -0.239 0.516  -0.502
O -1.854 -0.289 1.186  -0.583
C -4.133 -0.859 0.980  0.315
Cl -4.033 -1.679 2.493  -0.189
C -5.314 -0.814 0.266  -0.019
Cl -6.733 -1.569 0.902  -0.202
O 0.613 3.284 3.243  -0.673
S 1.206 2.458 2.217  1.105
O 2.567 2.818 1.844  -0.616
O 0.323 2.442 0.968  -0.585
S 1.174 0.471 2.779  -0.498

Summary:
total charge = -1
LUMO energy (spin up / spin down) = 2.279 / 2.274 eV
spin multiplicity = 4
Kohn-Sham gap (spin up / spin down) = 6.071 / 6.863 eV

Entry 3:
DFT (ωB97M-V with the def2-TZVPD basis set) results for C31H33CoN5O2 as an isolated structure at a distorted geometry.

Each line ends with the Mulliken charge.
Positions of all 72 atoms, in Å:
Co 0.701 0.529 -1.442  -0.701
C -4.788 4.522 0.083  -1.560
C -3.830 3.446 -0.324  0.084
C -4.241 2.128 -0.495  -0.820
C -3.356 1.079 -0.778  0.358
C -3.970 -0.220 -0.842  -0.683
N -3.551 -1.361 -0.402  -0.004
C -2.370 -1.669 0.400  0.910
C -2.654 -1.641 1.918  -0.812
C -2.483 -0.277 2.606  -0.849
N -1.147 0.245 2.385  0.277
C -0.140 0.231 3.210  0.023
C 1.198 0.484 2.810  -0.077
C 2.224 0.539 3.768  -0.801
C 3.561 0.673 3.425  0.084
C 4.633 0.797 4.462  -1.665
C 3.880 0.686 2.068  -0.625
C 2.906 0.646 1.065  0.424
C 3.310 0.698 -0.310  -0.204
N 2.571 0.636 -1.361  0.214
C 3.193 0.810 -2.677  -0.715
C 2.414 1.856 -3.490  -0.790
C 1.787 2.919 -2.591  -0.799
N 0.642 2.359 -1.853  0.130
C -0.325 3.142 -1.522  -0.249
C -1.591 2.739 -0.995  0.734
C -2.500 3.727 -0.597  -0.645
C -1.979 1.366 -1.054  0.981
O -1.170 0.431 -1.430  -0.843
C 1.531 0.607 1.420  1.076
O 0.588 0.659 0.540  0.066
H -5.726 4.115 0.454  0.394
H -5.018 5.171 -0.765  0.356
H -4.354 5.165 0.849  0.406
H -5.295 1.899 -0.369  0.496
H -4.973 -0.246 -1.263  0.592
H -4.178 -2.146 -0.550  0.369
H -1.561 -0.999 0.120  -1.116
H -2.068 -2.681 0.135  0.397
H -1.978 -2.355 2.392  0.378
H -3.670 -1.987 2.115  0.392
H -2.660 -0.395 3.674  0.516
H -3.203 0.446 2.219  0.305
H -0.900 0.514 1.434  -0.216
H -0.340 -0.018 4.249  0.491
H 1.962 0.470 4.818  0.412
H 4.241 0.741 5.474  0.387
H 5.156 1.750 4.352  0.371
H 5.395 0.025 4.342  0.383
H 4.926 0.722 1.783  0.538
H 4.382 0.810 -0.466  0.375
H 3.199 -0.148 -3.201  0.243
H 4.229 1.128 -2.556  0.485
H 1.633 1.387 -4.096  0.231
H 3.105 2.336 -4.180  0.511
H 1.450 3.758 -3.198  0.650
H 2.529 3.300 -1.882  0.270
H -0.218 4.207 -1.731  0.534
H -2.161 4.756 -0.539  0.541
N 0.769 -1.354 -1.559  -0.354
C 0.786 -2.503 -1.609  1.214
C 0.811 -3.909 -1.659  0.240
C 0.447 -4.599 -2.824  -0.431
C 0.488 -5.979 -2.826  -0.720
C 0.886 -6.668 -1.686  -0.331
C 1.258 -5.983 -0.532  -0.760
C 1.224 -4.605 -0.509  -0.336
H 0.146 -4.052 -3.707  0.484
H 0.218 -6.524 -3.719  0.434
H 0.914 -7.750 -1.695  0.438
H 1.584 -6.531 0.342  0.429
H 1.523 -4.055 0.375  0.483

Summary:
total charge = +3
LUMO energy (spin up / spin down) = -9.881 / -10.461 eV
Kohn-Sham gap (spin up / spin down) = 6.494 / 5.920 eV

Entry 4:
DFT (ωB97M-V with the def2-TZVPD basis set) results for a 2-piece molecular cluster, C3H10N3O2 overall.

Each line ends with the Mulliken charge.
Positions of all 18 atoms, in Å:
O -1.350 -0.582 -2.199  -0.474
C -1.583 -0.769 -1.039  0.244
C -1.699 0.435 -0.132  -0.659
N -0.770 1.468 -0.702  -0.206
H -1.735 -1.782 -0.657  0.394
H -2.727 0.795 -0.231  0.380
H -1.470 0.290 0.918  0.344
H -1.057 2.404 -0.427  0.382
H 0.219 1.292 -0.407  0.283
H -0.824 1.367 -1.728  0.397
N 1.931 0.650 0.200  -0.656
C 1.285 -0.338 0.975  0.597
N 1.358 -0.151 2.318  -0.412
O 0.653 -1.233 0.467  -0.561
H 2.670 1.117 0.718  0.227
H 2.327 0.214 -0.639  0.272
H 0.842 -0.792 2.895  0.259
H 1.660 0.704 2.740  0.189

Summary:
total charge = +1
LUMO energy = -3.319 eV
Kohn-Sham gap = 11.216 eV

Entry 5:
DFT (ωB97M-V with the def2-TZVPD basis set) results for one molecule with the formula C3H3N3S at a distorted geometry.

Each line ends with the Mulliken charge.
Positions of all 10 atoms, in Å:
H -2.233 -1.484 0.528  0.317
N -1.409 -1.613 -0.145  -0.526
C -0.574 -0.710 0.071  0.521
N -0.810 0.343 0.925  -0.625
C 0.150 1.241 0.763  -0.009
N 1.084 0.676 -0.110  -0.125
C 0.579 -0.479 -0.778  0.137
S 1.110 -1.391 -1.937  -0.289
H 0.252 2.232 1.293  0.336
H 1.850 1.185 -0.610  0.265

Summary:
LUMO energy = -1.156 eV
SMILES = [H]/N=C1\N=CNC1=S
Kohn-Sham gap = 7.919 eV

What are the calculated total energy values for these records? In order: -1016.35441; -5121.91578; -3007.24553; -434.84819; -678.53052 hartree.
What are the energy relative to the best compared isomer or geometry (same formula, charge and spin) values for these records? In order: 31.3; 37.0; 38.1; 136.4; 128.0 kJ/mol.